This record from the Open Molecules 2025 dataset describes a single C9H7N3 molecule. The level of theory is ωB97M-V/def2-TZVPD.

SMILES: c1cncc(-c2cncnc2)c1
Relative energy (zero: lowest compared OMol25 entry of this formula, charge and spin) in kJ/mol: 463.3
Net charge: 0

Geometry as XYZ:
```
19
Properties=species:S:1:pos:R:3:nbo_charge:R:1
C 2.736 1.149 0.384 -0.20
C 3.448 -0.072 -0.026 0.08
C 1.456 -1.175 -0.419 0.04
C 0.794 -0.001 -0.060 -0.05
C 1.448 1.122 0.478 -0.19
C -0.743 -0.006 -0.035 -0.13
C -1.487 -1.104 0.393 0.06
C -3.477 -0.003 -0.044 0.24
C -1.523 1.101 -0.433 0.12
H 3.299 1.642 0.872 0.18
H 4.721 -0.250 -0.106 0.20
H 0.929 -1.873 -0.779 0.18
H 1.008 2.060 0.611 0.22
H -0.727 -1.958 0.793 0.20
H -4.671 -0.167 0.090 0.22
H -0.937 2.130 -0.921 0.18
N 2.799 -1.105 -0.384 -0.43
N -2.819 -1.068 0.515 -0.45
N -2.771 1.079 -0.416 -0.47
```